The following is a DFT calculation (ωB97M-V with the def2-TZVPD basis set) of a 15-piece molecular cluster, C54H115B7F28N13O3 overall in a non-equilibrium geometry.

```
220
Properties=species:S:1:pos:R:3:forces:R:3:mulliken_charge:R:1
F 1.275243 2.739296 -4.799426 0.50 -0.33 0.06 -0.37
F 2.034771 -5.932175 -2.202931 -0.25 0.41 0.35 -0.28
F -4.615532 -1.902973 -5.664011 0.82 0.23 -0.01 -0.34
F -5.961493 -1.879559 1.062739 -0.61 1.47 -0.88 -0.35
F 6.437559 -0.413528 1.015706 0.02 -1.02 -0.46 -0.30
F -0.895477 0.030262 2.958065 -0.09 0.44 -0.27 -0.29
F 7.361241 3.150955 1.250414 -0.04 -0.08 0.12 -0.37
F 0.632169 1.693359 3.013348 -0.91 0.79 -0.04 -0.37
F 3.134307 3.580729 -3.957850 1.15 0.65 0.18 -0.31
F -1.621610 2.090345 2.198235 1.24 -0.18 1.33 -0.46
F -1.214111 1.623049 4.567157 0.65 0.58 -2.04 -0.32
F 6.201058 -2.659775 0.124141 -0.06 1.45 0.02 -0.38
F -3.553797 0.065884 -5.071200 -0.06 0.16 0.20 -0.34
F -2.265614 -1.690473 -5.805955 -0.45 0.16 -0.09 -0.21
F -3.711521 -0.591149 -7.250165 0.32 0.35 -0.69 -0.31
F 2.500102 1.496498 -3.213945 -0.08 0.63 -0.56 0.58
F -5.493258 -1.758712 -1.188634 -0.40 0.61 1.02 -0.48
F 0.763406 -4.819719 -0.585121 -0.73 -0.08 0.00 -0.24
F 2.947431 -4.373339 -0.779404 0.35 0.16 0.03 -0.04
F 5.829642 4.305475 -0.063722 0.20 -0.64 0.07 -0.44
F -7.421322 -0.654676 -0.451864 0.69 -0.40 0.63 -0.26
F -5.323254 0.181695 0.049672 -0.45 -0.37 0.46 -0.27
F 3.299473 1.654464 -5.354764 -0.28 0.96 0.64 -0.30
F 5.446783 4.159587 2.162333 0.39 -0.39 0.17 -0.42
F 5.253536 2.259482 0.892756 0.19 0.22 0.00 0.06
F 5.354641 -0.758922 -0.966830 -0.30 -0.29 -0.11 -0.16
F 4.459979 -1.552633 1.091522 0.14 0.30 -0.63 0.00
F 2.311133 -6.424989 0.035755 -0.38 0.30 -0.27 -0.41
O -8.544074 1.597830 2.827811 0.03 -1.02 -0.41 -0.44
O 5.503133 -2.897284 5.374610 -0.30 -0.16 -2.02 -0.53
O -7.591039 -4.383414 -4.059355 -0.16 -0.53 -0.89 -0.35
N 0.899470 -1.108966 -4.665816 0.38 -0.02 0.03 0.35
N -7.743635 -1.230233 -4.405411 0.60 -1.40 -0.77 0.51
N 1.643871 -3.852868 2.807886 1.27 0.04 0.46 0.32
N -0.499304 3.232037 -0.865805 1.01 0.58 -0.31 0.64
N 1.604324 -0.005740 -0.163324 1.68 0.89 -1.42 1.45
N 6.359034 3.090086 -2.923079 0.32 -1.89 1.63 0.28
N 7.198809 -0.410731 4.626278 -0.08 0.29 -0.35 0.45
N 3.463085 -4.947145 2.173852 -1.35 -0.59 2.18 0.83
N 2.432949 -2.477015 -3.930626 -1.13 0.94 -0.15 0.36
N 1.220283 4.289133 0.055338 -2.12 -0.29 -0.78 0.25
N -5.984459 2.070841 4.420098 0.86 0.21 0.99 0.91
N 6.936427 4.785041 -4.098503 -1.73 -0.79 -1.96 0.17
N 0.084042 -1.473285 -0.458120 -1.97 0.60 1.30 1.02
C 7.006718 5.776265 -5.210120 0.00 0.06 0.88 -0.54
C 2.255065 1.286612 -0.043024 -0.12 0.11 1.20 -0.38
C 6.000408 3.806663 -3.962953 0.21 0.70 0.45 -0.25
C 0.351415 -0.266228 0.093129 -0.93 -2.08 -0.23 0.93
C 1.728704 -5.032985 3.599817 -1.11 1.15 -0.33 -0.50
C -9.042486 -1.168903 -3.690765 -1.45 -0.90 -1.80 -0.35
C -1.204168 -2.267646 -0.431694 0.62 0.25 -0.96 -0.51
C -1.656957 2.336925 -1.021341 1.48 -0.35 0.71 1.93
C 1.159280 -1.909146 -1.100691 2.00 -0.32 -1.09 -1.72
C -6.790891 0.865070 -3.335463 -0.99 -1.12 -1.22 -0.77
C 6.432804 2.006480 4.934119 -0.71 0.23 -1.00 -1.24
C 0.216240 0.128646 -5.140427 0.13 -1.08 0.35 -1.26
C 2.268349 4.774196 1.022630 -2.15 -0.13 -0.96 -0.72
C 0.320208 -2.345004 -4.557616 0.88 -0.98 0.65 -1.08
C -10.042370 -0.168471 -4.287367 0.01 -0.64 0.17 -1.41
C 5.413887 -2.138885 4.108338 0.80 -1.23 0.39 0.30
C -5.884077 3.575711 4.240609 -0.05 0.14 1.46 -0.52
C 7.940049 4.537266 -3.221930 0.39 1.30 -0.44 -0.68
C -0.754206 0.607475 -4.109293 -0.01 -0.11 1.12 0.72
C 1.379229 4.304583 -1.311297 -0.07 -0.11 -0.86 -0.76
C -9.216144 0.364715 2.454068 0.85 0.25 0.26 -0.87
C 2.742331 -3.855449 2.037824 -0.32 0.19 -0.66 0.05
C 0.316568 3.652085 -1.887660 0.65 0.20 1.46 -0.91
C 7.399569 -0.751119 6.036998 0.65 -0.18 -0.10 -1.03
C -6.078548 1.433088 3.073558 -0.62 -2.27 0.64 -0.93
C 5.511821 -4.329418 5.092444 -0.50 1.17 -0.17 -0.46
C 7.443026 1.062612 4.383359 1.01 0.07 0.04 -0.31
C 3.629164 -3.094992 -3.381864 0.69 -0.36 -1.11 -0.69
C 4.635999 -5.386587 1.430338 -0.62 0.60 -0.30 -0.83
C 1.258502 -1.815276 4.197760 0.75 0.53 -0.48 -0.89
C -4.725369 1.488590 5.019264 0.07 -1.29 0.00 -1.93
C 1.273916 -3.199175 -4.049442 0.17 1.16 -1.48 -0.87
C -5.206318 4.233430 5.480831 -1.82 1.55 -0.85 -1.24
C -2.949718 3.090861 -0.964598 -0.82 -1.45 -0.60 -1.48
C -7.405173 0.286901 5.475505 -1.27 -0.63 1.84 -1.11
C 2.837401 -5.659109 3.198606 1.02 -2.04 -0.31 -1.23
C -8.163429 -5.571073 -3.524656 -0.41 0.48 0.75 -0.80
C 2.175865 -1.193567 -4.270282 0.51 -1.03 -0.17 -0.74
C 9.538175 -0.866204 3.829708 -0.39 0.70 2.28 -1.16
C -7.070782 1.732638 5.422036 -1.03 0.19 -1.26 -0.63
C 7.567503 3.541085 -2.433211 -0.60 -1.12 0.30 -0.52
C -7.188980 -3.431674 -3.109243 0.25 -1.48 1.36 -1.31
C 5.613619 1.963455 -2.168587 0.91 1.50 -0.83 -0.46
C 5.773831 -0.677950 4.303347 -0.26 -0.85 -0.34 -0.41
C -7.066455 0.094357 -4.647333 -0.35 0.15 -0.10 -0.41
C 0.829787 -2.581334 2.988644 -0.67 -2.20 -0.75 0.36
C -2.203672 -1.820888 0.659858 0.02 0.33 -2.82 -0.79
C -7.250163 1.742284 2.229419 -1.30 1.13 0.30 -0.92
C -6.747819 -2.120130 -3.666952 0.23 0.21 -0.42 0.47
C 0.007416 3.641839 0.290441 1.58 1.09 1.12 -0.65
C -7.931350 -1.877119 -5.765336 -0.05 1.15 -0.04 -0.96
C 2.163421 -0.992038 -0.965771 -0.83 0.05 0.54 -0.67
C 7.042235 7.211460 -4.698178 2.21 -0.23 0.22 -1.11
C 8.090990 -1.196039 3.729371 -0.70 -1.89 -0.14 -0.09
B 6.013570 3.443422 1.081312 -0.99 0.85 -0.34 0.46
B 5.641222 -1.337711 0.260152 0.12 -0.58 1.49 0.04
B -6.084680 -1.012505 -0.089886 0.97 -1.08 -0.61 0.59
B 2.585368 2.398765 -4.362620 -1.27 -1.40 0.07 -0.44
B 1.982251 -5.403113 -0.895663 0.79 -0.80 -0.04 0.14
B -3.503815 -1.004638 -5.966799 -0.71 -0.80 0.34 0.16
B -0.733655 1.437990 3.192168 -1.18 -1.62 0.90 0.50
H -6.988713 -1.838741 -6.307225 0.18 -0.14 0.28 0.25
H 4.901454 2.557024 -1.596883 -0.30 -0.83 0.05 0.23
H 2.229075 4.758453 -1.828442 -0.31 -0.31 0.47 0.56
H 6.251613 -4.566215 4.313617 0.04 -0.02 0.39 0.27
H 5.566719 1.950534 4.277862 -0.40 0.24 0.37 0.28
H 1.774547 4.685069 1.957727 0.08 -0.28 1.15 0.34
H 6.171681 1.852528 5.964028 -0.12 0.02 0.50 0.29
H -3.132505 -2.327325 0.406046 -0.28 0.32 0.07 0.48
H -2.342382 -0.727571 0.686518 -0.17 -0.50 -0.12 -0.01
H 2.931492 -0.424089 -4.331063 -0.33 0.14 0.15 0.77
H 0.635886 -0.939145 4.345856 -0.21 -0.09 0.04 0.16
H 6.044053 -2.670147 3.356367 -0.42 0.58 0.36 0.47
H 4.538931 -4.733754 4.770018 0.12 0.56 -0.03 0.08
H 2.301264 -1.425665 4.043530 -0.82 -0.57 0.34 -0.03
H 2.379688 1.764735 -0.984444 -0.26 0.14 -0.99 -0.27
H -10.292298 -0.373060 -5.348307 0.21 0.20 0.70 0.29
H 9.716724 0.016265 3.245896 0.48 0.56 0.07 0.38
H 3.046936 -3.101352 1.353877 -0.10 0.71 -0.40 0.15
H -3.438518 3.196258 -1.938282 0.09 -0.09 0.19 0.39
H -1.252535 1.498888 -4.509294 0.09 -0.12 0.47 0.65
H 3.185128 -0.898511 -1.327715 -0.42 -0.14 0.26 -0.25
H -4.726096 0.428124 4.782778 -0.10 -0.04 -0.20 0.52
H -5.990345 4.381152 6.243782 0.54 -0.09 -0.06 0.35
H 3.236390 1.179913 0.367222 0.64 -0.28 0.46 0.05
H 2.465395 5.833970 0.873605 0.33 -0.26 -0.38 0.26
H -2.786535 4.052631 -0.559509 0.09 1.05 0.54 0.42
H 7.504467 1.217421 3.297546 0.16 -0.20 0.23 0.38
H 8.823489 5.100004 -3.347641 0.78 0.44 0.50 0.56
H -6.290637 1.773178 -3.663933 0.35 -0.05 0.68 0.52
H -1.429358 1.626454 -1.821260 -0.47 0.74 -0.40 -0.44
H 9.749411 -0.726827 4.940840 0.46 0.01 -1.62 0.17
H -7.526419 -6.133332 -2.819970 0.22 0.43 -0.27 0.30
H -1.911708 -2.149077 1.597797 0.74 -0.53 1.84 -0.09
H -0.207786 -2.952490 2.930298 0.22 0.38 0.80 0.55
H -6.284043 -3.847211 -2.565880 -0.77 0.70 -0.39 0.48
H 7.945954 7.326485 -4.043045 -0.81 -0.03 -0.42 0.30
H 8.390421 1.278492 4.869151 0.33 -0.14 -0.29 0.44
H -6.332227 0.201390 -2.598958 0.66 0.88 -0.19 0.03
H 5.216710 -0.348696 5.177789 -0.29 0.45 -0.35 0.42
H -7.981404 -3.382557 -2.355054 -0.02 0.46 0.17 0.45
H 8.008466 3.085011 -1.577643 0.24 -0.10 0.29 0.53
H 4.298623 -6.097209 0.675975 0.24 -0.03 0.21 0.21
H -6.471259 -1.523379 -2.811317 0.47 -0.36 -0.10 -0.25
H -5.285807 3.730691 3.365269 0.16 0.13 -0.55 0.41
H 5.708129 -4.769565 6.043176 0.54 -0.54 0.51 0.38
H -0.481393 3.520076 1.278781 0.61 -0.13 -0.89 0.54
H -9.742905 0.843664 -4.136127 0.33 0.83 -0.20 0.36
H 1.469859 -4.238776 -4.035780 -0.97 -1.01 0.45 0.88
H 5.592152 -0.117412 3.379581 -0.48 -0.22 0.19 -0.01
H -9.518409 -2.151214 -3.929443 0.56 0.43 0.75 0.30
H -6.210267 -0.203775 -5.262480 0.25 0.50 0.54 0.29
H -7.908220 0.142547 6.473607 0.41 -0.06 -0.94 0.37
H 7.179830 7.933821 -5.485560 0.20 -0.05 -0.68 0.39
H 6.206305 5.590922 -5.914893 -0.21 -0.16 0.07 0.38
H -7.979166 2.264905 5.193034 -0.19 0.34 -0.72 0.48
H 10.137076 -1.653170 3.453837 0.56 -0.83 -0.32 0.45
H 4.416521 -2.159095 3.694117 -0.50 -0.06 0.08 -0.67
H 4.987119 -4.486224 0.950635 0.59 0.06 -0.30 0.24
H 0.906349 -2.074006 2.053588 0.52 0.62 -0.57 -0.71
H 3.211152 -6.647862 3.522710 -0.30 0.86 -0.37 0.60
H 1.177200 -2.499440 5.024782 0.28 0.09 0.70 0.49
H -8.604511 -1.202537 -6.293008 -0.28 -0.50 -0.20 0.46
H 0.951042 -5.384265 4.289102 0.52 0.51 -0.40 0.52
H -8.912445 -1.056879 -2.632413 0.32 0.15 0.49 0.34
H -0.279616 0.743831 -3.098924 -0.03 0.31 -1.07 -1.13
H 7.735857 -1.039557 2.743303 -0.44 0.49 -1.11 0.04
H 4.031104 -2.369282 -2.681615 0.65 -0.51 0.08 0.38
H -1.497691 -0.167665 -3.957792 -0.36 0.06 -0.11 0.49
H -6.832797 2.114044 6.385906 1.04 0.24 0.64 0.67
H 0.995750 0.824184 -5.331348 0.32 0.41 -0.37 0.49
H -5.915043 -2.306208 -4.374268 -0.42 0.50 0.61 0.46
H -5.941363 0.339870 3.197477 -0.29 0.55 0.09 0.21
H 0.086699 3.316286 -2.855084 0.14 0.02 -1.26 0.96
H -8.411425 -6.234172 -4.343632 -0.01 0.07 -0.23 0.27
H -0.348061 -0.115323 -6.034285 0.20 -0.15 -0.22 0.34
H 5.344797 -5.784818 2.139181 0.28 -0.16 0.04 0.41
H -8.094600 -0.087632 4.737853 -0.14 0.30 -0.41 0.19
H -0.888571 -3.316624 -0.396290 -0.02 0.19 0.78 0.35
H -10.943501 -0.276637 -3.691042 -0.28 -0.12 -0.10 0.46
H 6.719956 -0.143695 6.580567 -0.30 0.50 0.82 0.50
H -4.435178 3.614720 5.850169 0.90 -0.31 0.45 0.36
H -1.522025 -2.241126 -1.502667 -0.56 0.59 0.92 0.49
H -7.186052 2.777560 1.981818 -0.09 1.09 -0.25 0.51
H 1.134412 -2.824530 -1.644324 0.05 -0.35 0.05 1.45
H 1.667541 1.900006 0.625306 -0.02 -0.01 0.20 -0.27
H -6.928220 3.913877 4.105588 0.70 0.03 -0.15 0.41
H 7.946748 5.558603 -5.684433 0.33 0.02 -0.54 0.32
H -6.569497 -0.361397 5.474170 0.99 -0.64 0.12 0.34
H 5.081756 3.595610 -4.494409 0.21 0.56 -0.19 0.60
H -4.757742 1.473440 6.107922 0.17 0.73 -0.14 0.38
H 6.830763 3.007255 4.781738 0.02 0.08 0.19 0.44
H 3.066600 4.084925 0.887741 1.11 -0.03 0.30 0.28
H 7.150926 -1.785172 6.181782 -0.07 -0.37 0.06 0.29
H 3.368061 -4.061795 -2.940583 -0.17 0.62 0.40 0.07
H -9.898368 0.477131 1.624900 0.03 0.34 -0.41 0.31
H -0.673392 -2.540279 -4.874632 -0.63 0.06 -0.16 1.03
H -9.092458 -5.323501 -2.962571 0.35 -0.11 -0.31 0.32
H -8.466160 -0.376993 2.233316 0.25 -0.37 -0.46 0.37
H 4.308711 -3.405676 -4.213480 -0.18 0.88 0.63 0.34
H -3.800977 1.842937 4.580357 0.01 0.61 0.04 0.91
H -0.344258 0.233495 0.719605 -0.10 0.56 0.44 -0.64
H -8.256705 -2.905167 -5.656135 -0.22 0.11 0.06 0.35
H -9.778222 -0.052329 3.270828 -0.32 0.32 0.68 0.34
H 5.250985 1.234171 -2.886370 -0.44 0.30 0.02 0.26
H 8.427434 -0.563915 6.293385 0.20 0.19 0.37 0.43
H -7.734954 0.687936 -5.307485 0.29 -0.40 0.41 0.41
H 7.844921 -2.273605 3.880799 0.58 0.80 0.49 0.41
H -1.482955 1.710673 -0.164312 -0.87 -0.26 0.61 -0.93
H -4.803156 5.263375 5.250099 -0.42 -1.25 0.03 0.37
H -7.093221 1.259574 1.284895 -0.28 -0.78 -0.47 0.39
H 6.216635 7.585097 -4.171448 -1.43 -0.12 0.92 0.35
H -7.774232 1.089476 -2.921133 0.05 0.45 0.12 0.22
H -5.234920 1.747326 2.523363 1.20 0.40 -0.53 0.70
H -3.574160 2.503069 -0.290295 -0.45 0.30 -0.19 0.24
H 6.327417 1.450754 -1.513734 -0.18 0.46 -0.14 -0.06
```
Forces are in eV/Å.

Results
Kohn-Sham gap = 0.35820 Eh
net charge = +1